Formula: C40H104N8O12
Source: the OMol25 dataset
Level of theory: the ωB97M-V functional and the def2-TZVPD basis

Geometry as XYZ:
```
164
Properties=species:S:1:pos:R:3
C 2.572 -1.626 -2.423
O 1.846 -0.405 -2.008
C 1.100 -0.759 -0.816
C 0.295 0.562 -0.593
N -1.022 0.319 -1.018
C -1.835 1.529 -0.972
C -3.208 1.358 -1.666
O -4.079 2.464 -1.260
C -3.914 3.661 -2.020
H 3.231 -1.493 -3.281
H 2.007 -2.517 -2.696
H 3.248 -1.997 -1.652
H 1.819 -0.916 -0.012
H 0.393 -1.571 -0.985
H 0.713 1.465 -1.037
H 0.396 0.681 0.486
H -1.496 -0.492 -0.646
H -1.210 2.152 -1.611
H -1.820 1.990 0.016
H -3.556 0.474 -1.131
H -3.249 0.993 -2.693
H -3.049 4.246 -1.708
H -4.781 4.321 -2.029
H -3.719 3.407 -3.062
C -2.055 -4.873 3.661
O -0.748 -4.484 3.256
C -0.706 -4.402 1.800
C 0.704 -3.973 1.240
N 1.686 -5.051 1.254
C 3.053 -4.552 0.895
C 4.072 -5.753 0.832
O 5.382 -5.222 0.726
C 5.861 -4.654 1.968
H -2.042 -5.217 4.695
H -2.510 -5.659 3.059
H -2.721 -4.013 3.737
H -1.475 -3.695 1.488
H -0.999 -5.314 1.281
H 0.916 -3.093 1.846
H 0.415 -3.602 0.256
H 1.592 -5.616 2.085
H 3.333 -3.745 1.572
H 3.080 -3.891 0.029
H 3.840 -6.451 0.028
H 3.900 -6.356 1.724
H 6.939 -4.517 1.872
H 5.596 -5.403 2.714
H 5.431 -3.696 2.262
C 5.501 -1.895 -0.094
O 4.576 -0.960 0.500
C 5.119 0.363 0.664
C 4.021 1.354 0.134
N 4.157 2.709 0.744
C 5.331 3.447 0.174
C 5.437 4.884 0.801
O 6.392 4.805 1.931
C 6.598 6.034 2.745
H 5.109 -2.911 -0.137
H 6.430 -2.070 0.448
H 5.657 -1.709 -1.157
H 5.982 0.492 0.010
H 5.497 0.630 1.651
H 3.107 0.973 0.591
H 4.127 1.347 -0.950
H 3.908 2.736 1.722
H 5.113 3.575 -0.886
H 6.291 2.976 0.384
H 4.438 5.269 1.005
H 5.755 5.702 0.153
H 7.328 5.768 3.509
H 5.664 6.271 3.256
H 6.981 6.884 2.180
C 1.778 -0.222 3.086
O 0.502 -0.396 2.562
C -0.406 -0.467 3.665
C -1.771 0.074 3.013
N -2.924 0.050 3.913
C -3.150 -1.317 4.370
C -4.228 -1.374 5.386
O -5.609 -1.345 4.774
C -6.673 -1.671 5.604
H 1.985 -0.974 3.847
H 2.037 0.720 3.570
H 2.343 -0.399 2.170
H -0.058 -0.021 4.596
H -0.450 -1.466 4.099
H -1.898 -0.480 2.082
H -1.599 1.108 2.717
H -3.746 0.286 3.375
H -2.276 -1.690 4.904
H -3.541 -1.958 3.579
H -3.992 -0.622 6.138
H -4.110 -2.342 5.874
H -7.546 -1.654 4.951
H -6.691 -1.012 6.472
H -6.781 -2.719 5.883
C 2.631 3.393 -3.182
C 1.781 2.627 -4.096
C 1.581 3.331 -5.469
O 0.744 2.689 -6.430
C -0.693 2.574 -5.986
N 2.386 1.303 -4.387
H 3.546 3.619 -3.731
H 2.981 2.929 -2.260
H 2.263 4.408 -3.033
H 0.809 2.550 -3.608
H 2.531 3.486 -5.981
H 1.242 4.347 -5.267
H -0.914 3.531 -5.513
H -0.943 1.811 -5.249
H -1.332 2.485 -6.864
H 2.075 0.612 -3.719
H 2.063 0.955 -5.278
C 0.826 4.109 3.170
C -0.208 5.090 2.571
C -0.890 4.704 1.198
O -0.340 5.345 0.016
C 1.043 5.024 -0.241
N -1.272 5.401 3.536
H 0.564 3.094 2.871
H 0.857 4.095 4.259
H 1.834 4.408 2.882
H 0.250 6.067 2.416
H -1.896 5.115 1.283
H -1.073 3.662 0.934
H 0.940 4.060 -0.740
H 1.716 4.923 0.610
H 1.499 5.844 -0.797
H -1.872 4.589 3.578
H -0.790 5.393 4.423
C -2.534 -2.527 -4.947
C -1.466 -3.423 -5.573
C -0.852 -4.520 -4.574
O 0.160 -5.222 -5.194
C 1.376 -4.496 -5.379
N -2.237 -4.192 -6.599
H -3.054 -1.774 -5.539
H -1.970 -1.816 -4.343
H -3.294 -3.054 -4.370
H -0.656 -2.961 -6.138
H -1.640 -5.209 -4.269
H -0.465 -4.110 -3.641
H 2.047 -5.032 -6.050
H 1.817 -4.308 -4.400
H 1.299 -3.545 -5.907
H -1.824 -5.086 -6.376
H -1.885 -3.896 -7.499
C -6.658 0.687 2.515
C -5.712 -0.308 1.734
C -6.226 -0.359 0.296
O -5.558 -1.184 -0.624
C -6.206 -1.215 -1.888
N -4.420 0.328 1.631
H -7.734 0.541 2.423
H -6.494 1.715 2.193
H -6.167 0.634 3.486
H -5.574 -1.270 2.227
H -6.397 0.577 -0.235
H -7.247 -0.730 0.387
H -5.719 -2.036 -2.413
H -5.870 -0.344 -2.450
H -7.263 -1.467 -1.976
H -4.636 0.998 0.908
H -3.827 -0.367 1.200
```

Energy above the lowest of the compared OMol25 structures with the same formula, charge and spin: 102.6 kcal/mol
Highest occupied orbital energy: -8.50 eV
E: -2926.837961 a.u.
Orbital gap: 9.047 eV
Net charge: 0